No. 1
C49H29BCl4F4IrN6O2 | ωB97M-V/def2-TZVPD

Structure (XYZ):
```
96
Properties=species:S:1:pos:R:3:forces:R:3
Ir 0.163097 0.898061 -0.521419 0.18 -0.22 1.68
Cl -7.673303 -2.809339 2.701981 -0.14 -0.12 0.04
C -6.371303 -1.993739 1.897681 0.27 0.10 -0.08
C -6.492103 -1.640539 0.564281 -0.11 -0.05 0.07
C -5.460903 -0.964439 -0.065919 0.24 0.15 0.17
C -4.279803 -0.658839 0.616381 -0.57 -0.22 0.22
C -4.191203 -1.027239 1.966381 0.02 -0.10 -0.27
C -5.217003 -1.691539 2.605181 -0.26 -0.08 0.02
C -3.099803 -0.006639 0.033681 0.96 1.05 0.07
C -2.474103 -0.543539 -1.093719 -0.03 0.02 0.38
C -3.045203 -1.568239 -1.927319 0.31 -0.06 -0.37
C -2.106403 -1.918139 -2.829719 -0.38 0.20 0.27
C -0.941603 -1.121739 -2.556419 0.13 0.05 0.36
C 0.281497 -1.280839 -3.185519 0.68 0.98 0.48
C 0.505197 -2.402239 -4.115619 0.08 -0.27 -0.27
C -0.230603 -2.609339 -5.280419 0.17 0.09 0.12
C 0.028397 -3.695139 -6.099419 0.02 -0.16 -0.06
C 1.029297 -4.587139 -5.753419 -0.01 0.20 0.20
Cl 1.351897 -5.954439 -6.771019 0.02 -0.15 -0.13
C 1.783697 -4.400439 -4.604819 -0.05 -0.06 -0.16
C 1.522397 -3.308339 -3.800219 -0.24 -0.02 -0.10
C 1.429997 -0.487539 -2.903419 -1.35 -0.48 0.32
N 1.597197 0.331861 -1.826419 0.07 0.10 -0.41
C 2.868697 0.825061 -1.900219 0.18 0.74 1.20
C 3.528797 1.589561 -0.898419 -1.18 -0.40 -0.46
C 4.992297 1.609461 -0.971819 0.64 0.05 -0.08
C 5.771297 2.759961 -0.823119 -0.17 -0.18 -0.15
C 7.152397 2.696361 -0.861719 0.20 -0.06 -0.03
C 7.777897 1.481061 -1.084019 -0.25 -0.06 0.02
Cl 9.509297 1.395561 -1.144419 0.16 0.02 0.00
C 7.031197 0.326061 -1.259919 0.29 0.11 -0.02
C 5.657697 0.397561 -1.192619 -0.12 0.17 0.22
C 2.874597 2.177461 0.189081 0.39 -0.26 -0.22
C 3.530197 2.882361 1.259581 -0.30 0.07 0.22
C 2.568497 3.250261 2.139581 0.25 -0.08 -0.20
C 1.321397 2.769461 1.619581 -0.07 -0.12 -0.03
N 1.540197 2.118061 0.439581 -0.51 -0.11 -0.18
C 0.103897 2.897161 2.270781 -0.75 -0.43 -0.69
C -1.121303 2.373761 1.805181 1.33 0.12 -0.13
C -2.367403 2.584661 2.440181 -1.24 -0.59 -0.28
C -3.272203 1.762561 1.812181 0.46 0.85 0.99
C -2.554003 1.056461 0.814681 -0.15 -1.14 -1.12
N -1.270003 1.485861 0.777081 -0.20 0.49 -0.14
C 0.085697 3.356761 3.674781 0.05 0.06 0.30
C 0.286497 4.661561 4.108081 -0.05 -0.15 -0.07
C 0.230297 4.965961 5.459681 0.01 0.01 0.16
C -0.006903 3.960061 6.379981 0.02 -0.07 -0.29
Cl -0.069503 4.333961 8.068281 -0.01 0.10 0.28
C -0.189203 2.649161 5.970081 -0.03 0.04 0.16
C -0.147703 2.358961 4.622881 0.10 0.15 0.01
C 3.483497 0.380661 -3.093619 -0.53 -0.93 -1.04
C 2.582797 -0.455539 -3.714319 1.36 0.64 0.14
N -1.202703 -0.284939 -1.502919 0.15 0.44 -0.25
H -7.390003 -1.892039 0.020281 -0.10 0.04 0.00
H -5.591503 -0.641939 -1.087619 0.04 0.00 -0.10
H -3.286003 -0.802339 2.511481 0.07 -0.05 0.00
H -5.122703 -1.980839 3.642581 -0.04 0.00 0.04
H -4.023703 -1.983039 -1.810419 -0.14 -0.16 -0.01
H -2.174303 -2.670939 -3.587819 -0.03 -0.17 -0.08
H -0.989103 -1.896439 -5.563719 -0.12 0.08 0.00
H -0.541703 -3.855939 -7.003119 -0.01 0.02 -0.04
H 2.558997 -5.106139 -4.345219 0.03 -0.03 0.00
H 2.098297 -3.159139 -2.900619 0.02 0.01 0.13
H 5.296197 3.721861 -0.706819 -0.10 0.06 0.04
H 7.745997 3.587561 -0.728719 0.05 0.08 -0.04
H 7.520197 -0.617639 -1.446919 0.08 -0.06 0.04
H 5.073997 -0.503239 -1.298019 -0.02 -0.09 0.03
H 4.584097 3.052861 1.340881 0.16 0.02 0.05
H 2.687897 3.785761 3.063881 0.02 0.03 0.08
H -2.553103 3.272661 3.241481 -0.02 0.11 0.15
H -4.318903 1.658861 2.026781 -0.12 0.00 -0.01
H 0.477897 5.448861 3.393781 -0.02 0.04 -0.11
H 0.364097 5.979261 5.804581 0.03 0.10 0.01
H -0.363603 1.871161 6.698681 0.00 -0.02 0.06
H -0.272603 1.342161 4.279681 -0.05 -0.08 -0.02
H 4.457397 0.660261 -3.447219 0.08 0.05 -0.03
H 2.715097 -0.974739 -4.644219 -0.04 -0.04 -0.13
C -2.856503 -4.643939 1.660881 -0.23 -0.24 -0.12
N -1.856803 -3.606739 1.663081 0.21 0.14 -0.14
C -1.470003 -3.008039 2.808581 0.19 0.14 0.04
C -0.580603 -1.994139 2.818681 0.24 0.30 0.10
C -0.099403 -1.500739 1.541181 -1.27 -1.70 -0.35
O 0.622397 -0.477239 1.484681 0.41 2.22 -1.75
N -0.468103 -2.152239 0.439681 0.86 0.78 -0.19
C -1.281503 -3.204839 0.412081 -0.32 -0.37 0.91
O -1.581303 -3.841639 -0.579619 -0.09 -0.38 -0.44
H -2.747003 -5.278739 2.540281 0.00 0.02 0.03
H -2.714103 -5.237339 0.757781 -0.07 0.05 0.13
H -3.861703 -4.211439 1.648281 0.00 -0.07 -0.02
H -1.914303 -3.384539 3.722381 -0.03 -0.03 -0.02
H -0.266603 -1.512639 3.730081 -0.02 -0.03 0.12
F -0.326603 2.892361 -1.935419 0.95 -1.08 1.30
B -1.361903 2.974361 -2.938319 -0.29 -0.21 -0.21
F -0.842303 2.504961 -4.118519 0.43 -0.36 -0.71
F -1.750503 4.281061 -3.055119 -0.11 0.86 0.08
F -2.401603 2.178761 -2.509219 -0.69 -0.43 0.31
```
Forces are in eV/Å.

Results
total charge	-1
F_max	2.85	eV Å⁻¹
LUMO level	0.68	eV
HOMO	-0.17559	hartree

No. 2
C2H3NOS | ωB97M-V/def2-TZVPD

Structure (XYZ):
```
8
Properties=species:S:1:pos:R:3:forces:R:3
C 1.619694 -0.273754 -0.026027 2.86 -0.10 2.88
C -1.717135 0.280156 -0.019012 1.72 1.89 -1.05
H 2.571454 0.581332 0.501788 -2.98 -2.32 -2.88
H 1.993316 -1.376206 0.372698 -1.94 2.55 -1.13
H -1.080708 1.269609 0.101802 -2.74 -0.71 0.30
N 0.529950 0.207020 -0.496027 2.04 1.80 2.13
O -0.626959 -0.484784 -0.313301 -1.24 -3.74 -0.73
S -3.289609 -0.203370 -0.121924 2.27 0.63 0.48
```
Forces are in eV/Å.

Results
ΔE to the lowest compared entry with this formula, charge and spin	116.77	kcal/mol
total charge	0
F_max	4.75	eV Å⁻¹
LUMO level	-0.47	eV
HOMO	-0.33924	hartree

No. 3
C18H21N5O2Pd | ωB97M-V/def2-TZVPD

Structure (XYZ):
```
47
Properties=species:S:1:pos:R:3:forces:R:3
Pd -0.663173 0.140815 -0.630985 0.49 0.05 -0.59
N 3.547247 -1.136970 -0.787449 0.00 0.03 -0.05
C 2.430426 -0.495242 -1.086596 0.17 0.04 -0.11
N 1.271668 -0.750290 -0.539008 -0.57 0.04 0.34
C 1.191524 -1.766046 0.431852 -0.66 0.36 -0.05
N 0.057960 -2.014812 1.025093 0.86 -1.28 0.58
N -0.964876 -1.280672 0.637776 -1.11 1.11 -0.65
C -2.177879 -1.404530 1.078377 1.11 -0.65 0.09
C -3.124990 -0.439308 0.598517 -1.06 0.73 -0.39
C -4.448574 -0.358377 1.022834 0.56 -0.45 0.09
C -5.288226 0.577897 0.449222 -0.10 0.38 -0.32
C -4.796177 1.421909 -0.538821 -0.17 -0.22 0.27
C -3.462365 1.318616 -0.896170 0.10 0.15 -0.05
N -2.652516 0.427164 -0.338180 0.13 -0.27 0.10
C 2.369112 -2.514437 0.774806 0.45 0.03 -0.22
C 2.357627 -3.570071 1.691704 0.01 -0.09 0.09
C 3.522045 -4.252363 1.965589 -0.07 -0.01 0.02
C 4.718658 -3.884920 1.346432 0.01 0.09 -0.09
C 4.754642 -2.843943 0.438232 0.12 -0.03 0.01
C 3.578321 -2.170382 0.146646 -0.35 -0.24 0.28
H 4.406398 -0.901256 -1.264090 -0.04 0.11 -0.06
H 2.500872 0.281625 -1.836209 -0.01 0.03 0.01
H -2.436658 -2.232191 1.726966 0.04 0.11 0.22
H -4.801160 -1.039145 1.786113 -0.04 0.01 -0.02
H -6.322414 0.649923 0.757050 0.00 -0.03 0.03
H -5.432845 2.147109 -1.023892 0.03 0.03 0.00
H -3.022978 1.968178 -1.641634 0.03 -0.03 -0.01
H 1.428540 -3.839043 2.173729 0.00 0.01 -0.02
H 3.511792 -5.080061 2.660645 0.00 0.02 0.02
H 5.629574 -4.421919 1.573141 0.00 0.00 0.00
H 5.684167 -2.558484 -0.038811 -0.01 -0.02 -0.02
C -0.789016 2.421019 2.028046 0.05 0.02 0.03
O -0.166483 2.173597 0.771454 0.09 0.27 0.03
C -0.252347 3.280197 -0.107522 0.04 -0.18 -0.05
C 0.349641 2.890609 -1.437651 0.00 0.29 0.24
O -0.428563 1.835150 -2.035175 0.00 -0.37 0.50
C -0.054636 1.545768 -3.391114 -0.02 -0.05 -0.18
H -0.311123 3.262623 2.533346 -0.01 -0.01 0.02
H -0.662960 1.523610 2.629571 -0.01 0.01 0.01
H -1.854639 2.638540 1.903942 0.00 -0.01 -0.03
H 0.302600 4.130728 0.299879 -0.02 0.06 -0.06
H -1.298926 3.577244 -0.243571 -0.01 0.05 0.01
H 1.386963 2.567284 -1.303965 -0.02 -0.06 -0.05
H 0.330706 3.760618 -2.096357 0.01 -0.06 -0.09
H 0.083852 2.474545 -3.943419 -0.03 0.02 0.04
H -0.867184 0.979211 -3.837724 0.01 -0.04 0.03
H 0.866374 0.960482 -3.432618 0.01 0.03 0.04
```
Forces are in eV/Å.

Results
total charge	+2
F_max	1.70	eV Å⁻¹
LUMO level	-7.32	eV
HOMO	-0.53025	hartree

No. 4
C4H7NO | ωB97M-V/def2-TZVPD

Structure (XYZ):
```
13
Properties=species:S:1:pos:R:3:forces:R:3
C 1.850534 0.078857 0.304739 0.02 -0.01 0.02
C 0.696475 0.634368 -0.481958 0.20 -0.10 -0.10
O -0.240277 1.402105 0.336651 -0.14 0.13 0.13
C -0.649595 0.195314 -0.210995 0.04 -0.20 -0.03
C -1.438579 -0.923740 0.278271 0.03 -0.20 0.25
N -1.847917 -0.102800 -0.909541 -0.09 0.18 -0.13
H 2.579186 0.867735 0.515189 -0.06 -0.11 -0.05
H 1.479193 -0.308834 1.258375 0.08 0.03 -0.15
H 2.357432 -0.729675 -0.231322 -0.08 0.12 0.00
H 0.908581 1.076440 -1.455734 -0.05 0.04 0.19
H -1.989888 -0.820113 1.209246 0.03 0.08 -0.16
H -1.140666 -1.937050 0.018723 -0.07 0.14 0.11
H -2.564478 0.567396 -0.631638 0.08 -0.09 -0.09
```
Forces are in eV/Å.

Results
ΔE to the lowest compared entry with this formula, charge and spin	70.56	kcal/mol
total charge	0
F_max	0.32	eV Å⁻¹
LUMO level	1.13	eV
SMILES	C[C@@H]1O[C@]12CN2
HOMO	-0.34505	hartree

No. 5
C4H13NO2 | ωB97M-V/def2-TZVPD

Structure (XYZ):
```
20
Properties=species:S:1:pos:R:3:forces:R:3
C -3.279335 1.472549 -1.044929 4.26 -2.65 -2.02
N -1.931656 1.347947 -1.117671 -3.69 1.73 -0.03
C -1.244901 1.467941 0.203975 -2.73 1.02 -1.17
C -0.530306 0.294573 0.643363 2.39 -2.55 0.99
C 0.410963 0.604701 1.924066 -0.25 -2.15 -0.15
H -3.857929 1.030463 -0.250172 0.00 0.96 1.34
H -3.872728 1.439260 -1.979715 0.76 0.42 0.23
H -0.705935 2.400865 0.273325 0.92 0.11 -0.73
H -2.079778 1.747999 0.783756 -0.86 -0.18 1.99
H -1.222171 -0.651461 0.849208 1.44 2.09 -0.58
H 0.257619 0.038315 -0.181270 -1.58 -0.08 1.35
H 0.550271 -0.462593 2.352286 0.95 1.54 -1.00
H 1.381219 1.120863 1.494452 -1.94 -1.00 1.63
H -0.073021 0.988340 2.884186 0.47 0.67 -1.79
O 0.576185 0.197422 -2.948259 -1.47 0.62 0.91
H -0.080090 0.634963 -2.331503 0.66 -0.62 -1.13
H 1.412029 0.373614 -2.531086 0.65 0.07 0.15
O 4.609462 -4.196355 1.942734 -1.44 -1.36 2.24
H 4.242207 -4.597303 2.813374 1.20 1.16 -1.99
H 3.946201 -4.546070 1.332220 0.24 0.21 -0.26
```
Forces are in eV/Å.

Results
ΔE to the lowest compared entry with this formula, charge and spin	75.10	kcal/mol
total charge	0
F_max	5.41	eV Å⁻¹
LUMO level	0.40	eV
SMILES	C=NCCC.O.O
HOMO	-0.36082	hartree

No. 6
C4H14NO2 | ωB97M-V/def2-TZVPD

Structure (XYZ):
```
21
Properties=species:S:1:pos:R:3:forces:R:3
C -0.705130 1.368306 1.325066 -1.90 0.12 0.76
C 0.446886 1.344840 0.314766 -1.28 0.17 0.17
C 0.158768 0.460752 -0.884244 0.07 0.60 -0.53
C -0.143099 0.842810 -2.104157 -0.41 0.95 -1.58
N 0.199387 -1.027611 -0.723821 0.10 1.75 4.10
H -0.405238 1.767575 2.316391 -0.02 0.11 -0.78
H -1.585504 1.988149 0.928743 1.34 -0.77 0.57
H -1.170552 0.384350 1.603317 0.75 0.64 -0.57
H 0.645609 2.402709 0.087109 -0.24 -0.50 -0.80
H 1.347637 1.069878 0.802248 0.92 -0.83 0.46
H -0.385619 1.788013 -2.586292 0.54 0.78 1.44
H -0.218227 0.236669 -2.979761 -0.12 -1.63 0.06
H 0.266145 -1.442699 -1.614513 -0.74 -1.02 -1.16
H -0.585633 -1.291826 0.002867 0.54 -0.12 -2.19
H 1.075050 -1.263164 -0.218512 0.22 -0.16 -0.05
H 2.985827 -1.984598 1.182563 0.70 -0.43 0.88
H 3.293430 -0.857391 0.128520 0.30 -0.25 0.33
O 2.656549 -1.508424 0.441145 -0.84 0.70 -1.19
H -2.471546 -1.188094 1.427294 -0.26 -0.29 -0.52
H -3.124985 -1.497226 -0.011560 2.11 -0.19 1.61
O -2.279754 -1.593019 0.562829 -1.78 0.37 -1.02
```
Forces are in eV/Å.

Results
ΔE to the lowest compared entry with this formula, charge and spin	40.27	kcal/mol
total charge	+1
F_max	4.46	eV Å⁻¹
LUMO level	-2.87	eV
HOMO	-0.52206	hartree

No. 7
C3H9N3 | ωB97M-V/def2-TZVPD

Structure (XYZ):
```
15
Properties=species:S:1:pos:R:3:forces:R:3
C -0.242745 -1.995862 2.156005 1.04 1.00 -0.51
N -0.020403 -0.538438 1.771886 0.00 -1.18 0.58
C -0.245992 -0.227515 0.463813 -0.61 0.29 -0.52
N 0.445017 0.598157 -0.227933 0.67 -1.04 2.07
N -0.186506 0.791219 -1.403933 -2.73 2.74 -3.90
C 0.486571 1.781311 -2.368199 0.61 0.75 0.76
H -0.172242 -2.095607 3.271531 -0.28 0.04 -1.18
H 0.556605 -2.602567 1.656039 -0.67 0.19 0.61
H -1.216438 -2.317294 1.736233 0.48 0.24 0.55
H 0.895561 -0.168823 1.980575 0.20 -0.21 0.64
H -1.180228 -0.613413 0.018813 0.33 -0.19 0.25
H -1.175129 1.206696 -1.187912 2.36 -0.85 -0.89
H -0.164735 2.005937 -3.292882 0.61 -0.34 1.86
H 0.738054 2.740307 -1.740221 -0.49 -1.43 -1.49
H 1.482612 1.435892 -2.833816 -1.53 -0.01 1.15
```
Forces are in eV/Å.

Results
ΔE to the lowest compared entry with this formula, charge and spin	61.09	kcal/mol
total charge	0
F_max	5.49	eV Å⁻¹
LUMO level	1.13	eV
SMILES	CN/C=N/NC
HOMO	-0.27950	hartree